{
  "formula": "C38H40AsBr2CrGeN2O2",
  "method": "ωB97M-V/def2-TZVPD",
  "species": ["Cr", "Br", "C", "C", "C", "C", "C", "N", "C", "O", "O", "H", "H", "H", "C", "As", "C", "C", "C", "C", "C", "C", "C", "C", "H", "H", "H", "H", "H", "H", "H", "H", "H", "H", "H", "H", "H", "Br", "C", "C", "C", "C", "N", "C", "H", "H", "H", "H", "C", "C", "C", "C", "C", "C", "H", "H", "H", "H", "H", "H", "H", "H", "H", "Ge", "C", "C", "C", "C", "C", "C", "C", "C", "C", "C", "C", "C", "H", "H", "H", "H", "H", "H", "H", "H", "H", "H", "H"],
  "positions_angstrom": [[0.120, -0.646, 0.353], [-2.184, -3.619, 0.383], [-2.193, -2.310, -0.953], [-3.017, -2.538, -2.046], [-3.163, -1.553, -3.000], [-2.523, -0.338, -2.819], [-1.729, -0.192, -1.721], [-1.501, -1.168, -0.807], [-1.139, 1.153, -1.422], [-1.146, 2.037, -2.230], [-0.646, 1.249, -0.161], [-3.538, -3.481, -2.123], [-3.801, -1.719, -3.860], [-2.648, 0.498, -3.495], [1.511, -3.669, 2.180], [1.420, -2.819, 0.456], [1.115, -4.317, -0.719], [3.329, -2.467, 0.097], [4.156, -3.706, -0.108], [4.709, -4.378, 0.978], [5.484, -5.518, 0.786], [5.714, -5.993, -0.496], [5.170, -5.325, -1.585], [4.394, -4.188, -1.389], [2.194, -4.505, 2.104], [0.524, -4.019, 2.458], [1.860, -2.965, 2.928], [2.003, -4.932, -0.672], [0.958, -3.994, -1.745], [0.260, -4.882, -0.379], [3.689, -1.898, 0.948], [3.374, -1.828, -0.777], [4.552, -3.998, 1.985], [5.916, -6.029, 1.644], [6.323, -6.877, -0.649], [5.354, -5.685, -2.591], [3.980, -3.665, -2.247], [3.752, 1.593, -2.921], [3.367, 1.278, -1.128], [4.214, 1.680, -0.112], [3.881, 1.360, 1.198], [2.725, 0.659, 1.460], [1.914, 0.276, 0.469], [2.227, 0.589, -0.797], [5.122, 2.230, -0.342], [4.526, 1.650, 2.021], [2.443, 0.371, 2.464], [1.558, 0.247, -1.590], [-3.753, -1.593, 3.725], [-2.699, -0.481, 3.902], [-2.021, -0.610, 5.276], [-3.366, 0.900, 3.767], [-1.701, -0.642, 2.834], [-0.849, -0.765, 1.962], [-4.505, -1.490, 4.512], [-3.301, -2.587, 3.804], [-4.256, -1.512, 2.755], [-2.781, -0.540, 6.059], [-1.294, 0.193, 5.429], [-1.509, -1.571, 5.377], [-4.169, 0.983, 4.506], [-3.797, 1.033, 2.771], [-2.644, 1.703, 3.947], [-0.582, 3.143, 0.364], [-0.897, 3.121, 2.237], [-1.741, 4.123, 2.727], [-1.895, 4.303, 4.101], [-1.206, 3.485, 4.986], [-0.371, 2.479, 4.506], [-0.212, 2.303, 3.137], [1.151, 3.734, -0.106], [2.032, 4.069, 0.929], [3.250, 4.676, 0.633], [3.584, 4.951, -0.689], [2.708, 4.621, -1.720], [1.492, 4.019, -1.432], [-1.760, 3.647, -0.445], [-2.290, 4.767, 2.045], [-2.552, 5.081, 4.476], [-1.319, 3.631, 6.056], [0.159, 1.836, 5.202], [0.425, 1.514, 2.775], [1.764, 3.887, 1.961], [3.927, 4.954, 1.436], [4.522, 5.445, -0.918], [2.966, 4.851, -2.748], [0.808, 3.773, -2.239]],
  "forces_ev_per_angstrom": [[-1.17, -0.11, 0.99], [0.19, 0.13, 0.12], [0.15, 0.30, 0.04], [-0.09, -0.09, -0.06], [-0.20, -0.14, -0.22], [-0.22, 0.13, -0.42], [0.35, 0.04, 0.58], [-0.10, -0.31, -0.31], [0.07, -0.30, 0.04], [0.17, 0.07, 0.22], [-0.22, -0.01, -0.82], [-0.01, 0.04, 0.00], [0.05, 0.00, 0.07], [0.01, -0.07, 0.03], [-0.20, 0.11, 0.03], [0.36, 0.12, -0.06], [-0.16, 0.13, -0.06], [-0.03, -0.31, 0.01], [0.01, 0.16, 0.13], [0.10, -0.14, 0.12], [-0.06, 0.07, 0.19], [0.02, -0.07, -0.04], [-0.07, 0.07, -0.06], [0.10, -0.13, -0.20], [0.14, -0.19, 0.02], [-0.14, -0.05, 0.06], [0.04, 0.08, 0.06], [0.16, -0.19, -0.02], [-0.02, 0.04, -0.07], [-0.17, -0.12, 0.03], [0.07, 0.14, 0.16], [0.05, 0.12, -0.20], [0.05, -0.03, -0.08], [-0.08, 0.10, -0.16], [-0.06, 0.09, 0.01], [-0.02, 0.04, 0.09], [0.04, -0.03, 0.04], [0.10, -0.04, -0.26], [0.19, 0.04, -0.08], [0.26, 0.10, 0.20], [0.30, 0.11, 0.04], [-0.13, -0.18, 0.02], [0.03, 0.17, -0.49], [-0.12, -0.23, 0.25], [-0.14, -0.12, 0.06], [-0.08, -0.02, -0.12], [-0.03, 0.02, -0.02], [0.01, 0.03, 0.03], [-0.02, -0.10, -0.06], [0.01, -0.06, -0.08], [0.08, -0.04, 0.03], [0.00, 0.11, -0.03], [0.11, 0.04, 0.15], [0.21, -0.05, -0.24], [0.09, -0.02, -0.10], [-0.06, 0.15, 0.01], [0.08, 0.00, 0.15], [0.08, 0.00, -0.10], [-0.16, -0.19, -0.02], [-0.08, 0.10, -0.01], [0.09, -0.02, -0.08], [0.01, -0.03, 0.10], [-0.31, -0.28, -0.08], [-0.34, -0.29, 0.11], [-0.10, 0.19, 0.40], [-0.01, -0.14, 0.18], [-0.02, 0.03, -0.08], [0.10, 0.04, 0.05], [0.13, 0.13, -0.02], [-0.10, 0.27, 0.22], [0.44, 0.30, -0.07], [0.18, 0.19, -0.33], [-0.07, 0.00, 0.03], [-0.03, 0.01, 0.01], [0.02, 0.07, 0.00], [0.11, 0.02, 0.04], [-0.03, 0.14, 0.06], [0.05, -0.04, 0.05], [0.09, -0.10, -0.05], [0.00, -0.03, -0.14], [-0.02, 0.12, -0.09], [0.12, -0.08, -0.03], [-0.04, 0.00, 0.08], [-0.08, -0.03, -0.11], [-0.07, -0.04, 0.02], [-0.01, -0.01, 0.11], [0.02, 0.05, 0.05]],
  "homo_energy_ev": [-13.4, -13.4],
  "de_lowest_kj_mol": 0.0,
  "spin_multiplicity": 2,
  "gap_ev": [6.23, 6.80],
  "charge": 2
}

***

{
  "formula": "C38H40Br2N4O3SSiY",
  "method": "ωB97M-V/def2-TZVPD",
  "species": ["Y", "N", "C", "C", "C", "C", "C", "N", "C", "C", "C", "C", "C", "N", "H", "H", "H", "H", "H", "H", "H", "H", "H", "C", "C", "C", "C", "C", "C", "Br", "C", "C", "Br", "C", "O", "C", "N", "H", "H", "H", "H", "H", "H", "C", "C", "C", "C", "Si", "O", "C", "C", "C", "C", "C", "C", "C", "C", "C", "C", "C", "C", "H", "H", "H", "H", "H", "H", "H", "H", "H", "H", "H", "H", "H", "H", "H", "H", "H", "H", "H", "C", "S", "C", "O", "H", "H", "H", "H", "H", "H"],
  "positions_angstrom": [[-0.239, 0.309, 0.098], [2.411, -0.048, 2.775], [1.117, -0.065, 3.287], [0.998, -0.165, 4.676], [-0.254, -0.152, 5.244], [-1.376, -0.049, 4.425], [-1.170, 0.040, 3.074], [0.057, 0.039, 2.493], [2.950, -0.065, 1.492], [4.349, -0.059, 1.415], [4.951, -0.118, 0.184], [4.156, -0.191, -0.959], [2.795, -0.172, -0.794], [2.178, -0.095, 0.411], [3.114, -0.103, 3.493], [1.886, -0.251, 5.289], [-0.359, -0.224, 6.319], [-2.385, -0.036, 4.817], [-2.012, 0.125, 2.400], [4.939, -0.009, 2.322], [6.031, -0.112, 0.109], [4.583, -0.249, -1.949], [2.138, -0.218, -1.654], [0.844, 3.236, 2.076], [0.938, 3.493, 0.600], [1.334, 4.761, 0.133], [1.339, 5.020, -1.204], [0.961, 4.018, -2.123], [0.857, 4.221, -3.518], [1.274, 5.902, -4.275], [0.436, 3.216, -4.332], [0.135, 1.953, -3.793], [-0.424, 0.583, -4.958], [0.253, 1.666, -2.449], [0.019, 0.466, -1.948], [0.642, 2.750, -1.592], [0.624, 2.518, -0.230], [0.864, 4.172, 2.630], [1.682, 2.624, 2.418], [-0.084, 2.721, 2.322], [1.603, 5.528, 0.847], [1.617, 5.998, -1.573], [0.336, 3.380, -5.396], [-4.570, -1.266, -1.232], [-4.663, 0.263, -1.331], [-3.925, 0.716, -2.599], [-6.137, 0.674, -1.404], [-3.802, 1.088, 0.122], [-2.243, 0.610, 0.180], [-3.902, 2.948, -0.131], [-5.081, 3.689, 0.028], [-5.115, 5.055, -0.226], [-3.968, 5.716, -0.652], [-2.790, 5.003, -0.827], [-2.765, 3.638, -0.568], [-4.544, 0.640, 1.800], [-4.970, 1.600, 2.725], [-5.406, 1.241, 3.998], [-5.417, -0.092, 4.382], [-4.978, -1.065, 3.492], [-4.546, -0.699, 2.223], [-4.954, -1.725, -2.151], [-5.158, -1.660, -0.401], [-3.530, -1.590, -1.111], [-4.376, 0.250, -3.483], [-2.867, 0.433, -2.579], [-3.978, 1.800, -2.733], [-6.630, 0.149, -2.230], [-6.247, 1.746, -1.587], [-6.679, 0.427, -0.485], [-5.994, 3.197, 0.348], [-6.039, 5.605, -0.095], [-3.999, 6.780, -0.852], [-1.896, 5.508, -1.174], [-1.843, 3.088, -0.726], [-4.953, 2.650, 2.457], [-5.738, 2.006, 4.690], [-5.766, -0.373, 5.369], [-4.977, -2.108, 3.787], [-4.183, -1.473, 1.555], [0.910, -4.081, -0.854], [-0.477, -2.994, -1.027], [-1.727, -4.053, -0.351], [-0.260, -1.937, 0.051], [0.962, -4.417, 0.181], [1.797, -3.509, -1.123], [0.783, -4.918, -1.541], [-1.885, -4.885, -1.039], [-2.635, -3.458, -0.274], [-1.402, -4.399, 0.630]],
  "forces_ev_per_angstrom": [[-0.21, -0.77, 1.23], [-0.07, 0.03, -0.09], [0.13, -0.01, -0.13], [0.02, -0.02, 0.17], [0.00, -0.01, 0.06], [0.01, 0.00, 0.11], [0.09, -0.03, -0.08], [-0.06, 0.02, 0.51], [-0.14, -0.04, 0.15], [0.13, -0.01, 0.04], [0.08, 0.00, -0.01], [0.01, -0.01, 0.01], [0.02, -0.02, 0.08], [0.52, -0.08, 0.02], [0.01, 0.02, 0.01], [-0.03, 0.01, -0.01], [0.01, 0.00, -0.02], [0.04, 0.00, -0.02], [0.02, -0.01, -0.06], [-0.01, -0.01, -0.04], [-0.03, 0.00, 0.00], [-0.01, 0.00, 0.03], [-0.05, 0.05, 0.01], [0.04, 0.03, -0.03], [-0.06, -0.01, 0.04], [0.00, 0.06, 0.08], [0.03, 0.02, -0.04], [-0.01, 0.03, 0.12], [0.03, 0.08, -0.01], [0.00, 0.02, -0.01], [-0.05, -0.10, -0.04], [0.07, -0.02, -0.12], [0.00, -0.01, -0.01], [0.01, -0.13, -0.14], [0.36, 0.58, -1.32], [-0.05, 0.11, 0.08], [0.18, 0.48, -0.56], [0.02, 0.01, 0.01], [0.00, -0.01, -0.01], [-0.04, -0.02, 0.00], [-0.02, -0.03, -0.02], [-0.01, -0.01, 0.00], [-0.01, -0.04, 0.02], [0.03, -0.01, -0.04], [-0.01, -0.16, -0.05], [-0.01, 0.00, -0.07], [-0.02, -0.03, -0.06], [0.04, 0.14, 0.20], [-0.97, 0.36, 0.09], [0.11, 0.19, -0.01], [0.08, -0.03, -0.04], [0.05, -0.01, 0.00], [-0.04, -0.02, 0.01], [-0.05, -0.05, 0.01], [-0.06, -0.05, 0.04], [-0.04, -0.07, 0.17], [0.02, -0.10, 0.00], [0.03, -0.02, -0.05], [0.00, 0.01, -0.02], [0.01, 0.05, -0.06], [-0.01, 0.09, 0.04], [0.01, 0.02, 0.02], [-0.01, 0.01, -0.01], [-0.05, 0.06, -0.01], [0.01, 0.02, 0.02], [-0.05, 0.00, 0.01], [-0.01, -0.04, 0.01], [0.00, 0.03, 0.03], [0.01, -0.04, 0.01], [0.04, 0.00, -0.04], [0.03, 0.01, 0.01], [0.03, -0.02, -0.01], [0.00, -0.04, 0.01], [0.00, -0.01, 0.01], [-0.07, 0.04, 0.01], [-0.02, -0.01, -0.01], [0.00, 0.00, -0.01], [0.01, 0.01, -0.03], [0.00, 0.01, -0.01], [-0.02, 0.01, 0.00], [0.16, -0.10, 0.03], [-0.14, 0.36, -0.14], [-0.11, -0.06, 0.07], [0.01, -0.56, -0.19], [0.07, -0.03, -0.03], [0.01, -0.05, 0.00], [0.03, 0.02, 0.04], [-0.01, 0.01, 0.04], [-0.01, -0.06, 0.01], [-0.06, -0.02, 0.00]],
  "homo_energy_ev": -10.1,
  "de_lowest_kj_mol": 49.9,
  "gap_ev": 7.53,
  "charge": 1
}